{
  "formula": "C22H19N3O4",
  "method": "ωB97M-V/def2-TZVPD",
  "elements": ["O", "O", "O", "O", "N", "N", "N", "C", "C", "C", "C", "C", "C", "C", "C", "C", "C", "C", "C", "C", "C", "C", "C", "C", "C", "C", "C", "C", "C", "H", "H", "H", "H", "H", "H", "H", "H", "H", "H", "H", "H", "H", "H", "H", "H", "H", "H", "H"],
  "coordinates": [[0.8777, 2.3351, -0.7613], [0.5816, 1.9396, 1.4291], [-2.4794, 3.4910, 0.4572], [4.2601, -2.7588, 0.8653], [1.8158, -0.3031, 1.2593], [-2.1462, -1.0411, 0.8885], [2.5594, -1.3793, 1.4173], [-5.0912, -0.9102, -1.3195], [-1.7563, 2.5865, 0.8181], [-3.2001, -0.7175, 0.0671], [5.3034, -0.1611, -2.3199], [3.1388, 0.3529, -0.6307], [3.4468, 1.2340, -1.6745], [-5.1099, 0.4789, -1.4741], [-0.4161, 2.9468, 1.4824], [-4.1386, -1.5486, -0.5484], [-4.0565, -3.0397, -0.3409], [-1.4911, 0.0820, 1.2579], [3.9391, -0.7927, -0.4484], [3.6471, -1.7361, 0.6289], [-5.1272, -3.8508, -1.0588], [4.5141, 0.9733, -2.5041], [-2.0962, 1.1858, 0.6908], [2.1867, -2.2508, 2.5096], [5.0179, -1.0392, -1.2995], [2.0558, 0.5398, 0.3026], [1.1208, 1.6979, 0.2321], [-3.2075, 0.6837, -0.0775], [-4.1806, 1.2919, -0.8660], [2.8332, 2.1070, -1.8245], [-4.1216, -3.2431, 0.7340], [-3.0709, -3.3811, -0.6769], [-0.5906, 3.1331, 2.5453], [-1.9024, -1.9739, 1.1768], [-5.8804, 0.9179, -2.0906], [-4.9873, -4.9097, -0.8516], [-5.0664, -3.7037, -2.1342], [-4.1932, 2.3629, -0.9819], [1.4853, -1.7183, 3.1459], [-0.6383, 0.0303, 1.9067], [5.6081, -1.9267, -1.1288], [6.1376, -0.3487, -2.9788], [-6.1199, -3.5659, -0.7191], [-5.8483, -1.4893, -1.8235], [4.7435, 1.6571, -3.3077], [1.7318, -3.1648, 2.1239], [3.0813, -2.5254, 3.0678], [-0.0565, 3.8654, 1.0057]],
  "forces_ev_per_angstrom": [[0.0, -0.1, 0.2], [0.0, -0.1, 0.2], [0.1, 0.0, 0.0], [0.1, -0.1, 0.0], [-0.4, 0.9, -0.2], [0.1, -0.4, 0.1], [0.4, -0.2, -0.2], [0.1, -0.2, 0.1], [0.6, 0.1, 0.3], [-0.5, 0.5, -0.4], [0.0, -0.1, 0.1], [0.3, -0.4, -0.1], [0.0, 0.1, -0.1], [0.0, 0.2, -0.1], [-0.3, 0.7, -0.2], [0.1, -0.1, 0.1], [-0.1, 0.0, -0.1], [0.1, 0.5, 0.1], [-0.1, 0.4, -0.2], [-0.1, 0.0, 0.0], [0.2, 0.0, 0.1], [0.0, 0.0, 0.1], [-0.2, -0.5, -0.1], [0.1, -0.3, 0.2], [0.0, 0.0, 0.1], [0.1, -0.5, 0.3], [-0.1, 0.1, -0.1], [0.1, -0.4, 0.1], [-0.1, 0.0, -0.1], [0.0, 0.0, 0.0], [0.1, 0.0, 0.0], [0.0, 0.0, 0.1], [0.0, 0.0, -0.1], [0.0, 0.1, 0.0], [-0.1, 0.1, -0.1], [0.0, -0.1, 0.0], [-0.1, 0.0, -0.1], [0.0, 0.1, 0.0], [0.0, 0.0, -0.1], [0.1, -0.1, 0.0], [0.1, -0.1, 0.0], [0.1, 0.0, 0.0], [-0.1, 0.0, 0.0], [-0.1, -0.1, 0.0], [0.0, 0.1, -0.1], [0.0, 0.0, 0.0], [-0.1, 0.0, 0.0], [-0.1, -0.2, 0.1]],
  "total_energy_ev": -35783.52191,
  "smiles": "CCc1cccc2c(C(=O)COC(=O)c3nn(C)c(=O)c4ccccc34)c[nH]c12",
  "homo_lumo_gap_ev": 8.005,
  "spin_multiplicity": 1
}